Entry 1:
{"formula": "C31H19MoN2O5PS2", "method": "ωB97M-V/def2-TZVPD", "species": ["Mo", "S", "C", "C", "N", "C", "S", "C", "N", "O", "C", "C", "C", "C", "C", "C", "C", "P", "C", "C", "C", "C", "C", "C", "C", "C", "C", "C", "C", "C", "H", "H", "H", "H", "H", "H", "H", "H", "H", "H", "H", "H", "H", "H", "O", "C", "O", "C", "C", "C", "C", "O", "C", "O", "C", "C", "H", "H", "H", "H", "H"], "xyz": [[-0.179, -0.810, -0.145], [-2.183, -2.101, -0.471], [-3.270, -1.005, 0.338], [-4.501, -1.564, 0.820], [-5.487, -2.024, 1.191], [-3.017, 0.321, 0.495], [-1.578, 1.100, -0.116], [-3.966, 1.175, 1.151], [-4.697, 1.885, 1.683], [-0.724, -0.971, 2.045], [0.281, -0.340, 1.774], [1.372, 0.219, 2.557], [1.307, 0.612, 3.886], [2.470, 1.072, 4.486], [3.663, 1.095, 3.770], [3.726, 0.665, 2.448], [2.564, 0.233, 1.831], [2.362, -0.382, 0.120], [3.996, -0.135, -0.603], [4.306, 1.122, -1.115], [5.561, 1.363, -1.649], [6.506, 0.346, -1.682], [6.197, -0.908, -1.177], [4.943, -1.150, -0.634], [2.065, -2.180, 0.372], [1.503, -2.926, -0.678], [1.028, -4.220, -0.443], [1.133, -4.788, 0.808], [1.737, -4.074, 1.843], [2.190, -2.789, 1.634], [0.367, 0.572, 4.421], [2.453, 1.412, 5.512], [4.563, 1.452, 4.255], [4.667, 0.676, 1.913], [3.562, 1.911, -1.115], [5.796, 2.340, -2.050], [7.483, 0.531, -2.109], [6.931, -1.702, -1.207], [4.705, -2.133, -0.247], [1.504, -2.532, -1.682], [0.581, -4.770, -1.261], [0.755, -5.786, 0.987], [1.843, -4.523, 2.821], [2.632, -2.241, 2.456], [2.222, -0.636, -2.709], [1.043, -0.430, -2.984], [0.067, -0.588, -2.136], [0.604, -0.063, -4.361], [-0.736, 0.142, -4.651], [-1.151, 0.488, -5.939], [-0.170, 0.614, -6.890], [-0.314, 0.948, -8.205], [0.996, 0.894, -8.776], [1.923, 0.611, -7.729], [1.171, 0.410, -6.600], [1.598, 0.072, -5.347], [-1.463, 0.027, -3.860], [-2.192, 0.650, -6.179], [1.233, 1.864, -9.215], [1.029, 0.093, -9.517], [2.638, -0.089, -5.104]], "atomic_forces_ev_per_a": [[0.10, 0.13, -0.38], [-0.01, 0.05, 0.13], [-0.04, -0.03, 0.02], [0.01, 0.07, -0.06], [0.02, -0.03, 0.01], [-0.06, 0.05, 0.01], [-0.04, -0.03, 0.04], [0.05, -0.05, -0.01], [0.00, 0.01, -0.01], [0.01, -0.05, 0.08], [-0.01, 0.02, -0.17], [-0.14, -0.07, 0.07], [0.08, 0.03, 0.00], [-0.04, -0.02, -0.04], [0.04, 0.02, 0.03], [-0.02, 0.00, 0.04], [0.06, 0.01, -0.03], [-0.07, -0.09, 0.00], [0.02, 0.05, -0.02], [0.01, 0.03, -0.02], [-0.01, -0.01, 0.03], [0.01, 0.01, -0.01], [0.01, 0.00, 0.00], [0.02, -0.03, 0.01], [0.16, -0.05, 0.11], [-0.04, -0.03, 0.10], [0.02, 0.02, -0.05], [0.01, 0.02, 0.04], [-0.02, -0.03, -0.02], [0.00, 0.02, -0.01], [0.00, 0.00, 0.01], [0.00, 0.00, 0.01], [0.00, 0.00, 0.00], [0.00, 0.00, -0.02], [-0.02, -0.02, 0.01], [0.01, 0.00, -0.01], [0.00, 0.00, 0.00], [0.00, 0.00, 0.00], [-0.02, 0.00, 0.00], [0.00, 0.08, -0.06], [0.00, -0.01, 0.00], [0.00, 0.00, 0.00], [-0.01, 0.00, 0.00], [0.01, -0.01, 0.00], [-0.18, 0.14, 0.01], [0.05, -0.45, -0.02], [-0.09, 0.13, 0.16], [0.23, 0.12, 0.01], [-0.05, 0.01, -0.01], [0.02, -0.02, 0.01], [-0.02, 0.00, -0.04], [0.04, 0.00, 0.05], [-0.03, -0.01, 0.05], [-0.04, 0.02, 0.01], [0.04, -0.01, 0.02], [-0.10, 0.01, -0.03], [0.00, 0.01, 0.00], [-0.01, 0.01, 0.00], [0.01, -0.03, -0.04], [0.02, 0.03, -0.02], [0.01, 0.00, 0.00]], "fmax_ha_per_bohr": 0.0088, "charge": 0, "homo_lumo_gap_ev": [6.5386, 6.5367], "multiplicity": 3}

=====

Entry 2:
{"formula": "C31H20AuBrClN7O7", "method": "ωB97M-V/def2-TZVPD", "species": ["Au", "Br", "C", "C", "C", "C", "C", "C", "N", "N", "C", "C", "C", "C", "O", "C", "N", "C", "C", "C", "C", "H", "H", "H", "H", "H", "H", "H", "H", "H", "O", "C", "O", "C", "C", "Cl", "N", "N", "C", "C", "O", "O", "C", "C", "C", "C", "C", "C", "H", "H", "H", "H", "H", "H", "C", "N", "C", "C", "C", "O", "N", "C", "O", "H", "H", "H", "H", "H"], "xyz": [[-0.095, -0.554, -0.077], [0.945, 6.893, 6.029], [1.700, 5.166, 6.110], [2.509, 4.727, 5.070], [3.059, 3.461, 5.118], [2.795, 2.625, 6.214], [2.000, 3.097, 7.268], [1.445, 4.359, 7.212], [3.285, 1.339, 6.353], [3.914, 0.799, 5.358], [3.464, 0.451, 4.206], [4.474, 0.050, 3.233], [4.184, -0.138, 1.945], [2.811, -0.028, 1.440], [2.554, -0.192, 0.266], [1.735, 0.266, 2.453], [0.481, 0.300, 2.011], [-0.515, 0.459, 2.867], [-0.304, 0.552, 4.235], [0.990, 0.541, 4.707], [2.046, 0.438, 3.800], [2.706, 5.376, 4.228], [3.697, 3.125, 4.313], [1.827, 2.449, 8.116], [0.820, 4.721, 8.016], [5.488, -0.021, 3.606], [4.941, -0.379, 1.212], [-1.514, 0.499, 2.447], [-1.146, 0.633, 4.907], [1.183, 0.594, 5.768], [-4.236, 3.815, -0.009], [-4.948, 2.707, 0.038], [-6.151, 2.713, 0.118], [-4.197, 1.413, -0.008], [-4.788, 0.167, 0.119], [-6.399, -0.264, 0.429], [-3.816, -0.772, 0.034], [-2.622, -0.193, -0.138], [-2.821, 1.109, -0.168], [-1.617, 1.986, -0.398], [-1.758, 3.208, -0.374], [-0.504, 1.405, -0.639], [-3.871, -2.199, 0.095], [-4.807, -2.903, -0.644], [-4.795, -4.289, -0.597], [-3.847, -4.957, 0.165], [-2.908, -4.238, 0.892], [-2.922, -2.853, 0.866], [-3.256, 3.633, -0.129], [-5.522, -2.379, -1.263], [-5.522, -4.846, -1.172], [-3.841, -6.039, 0.191], [-2.164, -4.752, 1.488], [-2.196, -2.284, 1.431], [0.564, -5.065, -2.353], [0.627, -4.444, -1.038], [1.099, -5.117, 0.059], [1.225, -4.537, 1.260], [0.865, -3.133, 1.431], [0.972, -2.532, 2.493], [0.373, -2.525, 0.298], [0.290, -3.114, -0.923], [-0.095, -2.453, -1.890], [0.480, -6.143, -2.227], [1.453, -4.833, -2.939], [-0.308, -4.689, -2.881], [1.358, -6.153, -0.116], [1.595, -5.081, 2.115]], "atomic_forces_ev_per_a": [[-0.03, 0.08, 0.18], [0.00, 0.00, 0.00], [0.00, 0.02, -0.01], [0.00, -0.02, 0.00], [-0.05, 0.05, -0.06], [0.25, -0.13, 0.11], [-0.02, 0.08, 0.01], [0.01, -0.04, 0.01], [-0.42, -0.13, -0.01], [0.39, 0.39, -0.10], [-0.10, -0.25, 0.07], [-0.01, 0.01, -0.01], [-0.01, -0.03, 0.00], [-0.04, -0.01, -0.02], [0.07, 0.05, 0.07], [0.00, 0.03, 0.01], [0.07, -0.11, -0.01], [-0.04, 0.06, -0.02], [0.01, 0.01, -0.01], [-0.02, -0.01, -0.01], [-0.02, 0.07, -0.01], [0.00, 0.00, 0.00], [0.00, -0.01, 0.01], [0.00, 0.00, 0.00], [0.00, 0.00, 0.00], [0.00, 0.00, 0.01], [0.00, -0.02, 0.00], [0.00, -0.03, 0.00], [0.00, 0.01, 0.00], [0.00, 0.01, -0.01], [0.01, -0.01, 0.01], [-0.02, 0.02, -0.05], [0.01, 0.00, 0.04], [-0.02, -0.03, 0.01], [0.01, -0.04, 0.08], [0.00, 0.02, -0.02], [0.03, 0.02, -0.02], [0.03, -0.08, -0.05], [-0.02, 0.00, -0.02], [-0.02, 0.00, -0.08], [0.00, -0.03, 0.00], [0.04, 0.05, 0.11], [-0.02, 0.03, 0.06], [0.03, -0.04, -0.05], [0.00, 0.02, 0.00], [0.00, 0.00, 0.00], [0.00, 0.00, 0.00], [-0.04, -0.01, 0.02], [-0.01, 0.02, -0.02], [0.00, 0.01, 0.01], [0.00, 0.00, 0.00], [0.00, 0.00, 0.00], [0.00, 0.00, 0.00], [0.00, 0.00, 0.00], [-0.02, -0.01, 0.00], [0.01, -0.02, 0.01], [-0.02, -0.01, -0.01], [-0.01, 0.00, 0.01], [-0.03, -0.02, 0.02], [0.00, 0.00, 0.00], [0.13, 0.08, -0.17], [-0.15, 0.04, 0.00], [0.03, -0.10, -0.11], [0.01, 0.00, 0.00], [0.00, 0.01, -0.01], [0.00, 0.00, 0.00], [0.00, 0.00, 0.00], [0.00, 0.00, 0.00]], "fmax_ha_per_bohr": 0.0108, "charge": 0, "homo_lumo_gap_ev": [6.7499, 7.3333], "multiplicity": 3}

=====

Entry 3:
{"formula": "C31H20Cl5N4O2Re", "method": "ωB97M-V/def2-TZVPD", "species": ["Re", "O", "C", "N", "C", "O", "C", "C", "C", "C", "C", "N", "C", "C", "C", "C", "C", "N", "H", "H", "H", "H", "H", "H", "H", "H", "N", "C", "C", "C", "C", "C", "C", "H", "H", "H", "H", "H", "H", "H", "Cl", "C", "C", "C", "Cl", "C", "Cl", "C", "Cl", "C", "Cl", "C", "C", "C", "C", "C", "C", "C", "H", "H", "H", "H", "H"], "xyz": [[0.127, 0.447, 0.391], [-3.470, -1.433, -0.373], [-2.543, -0.677, -0.324], [-1.187, -0.970, -0.353], [-0.729, -2.058, -1.064], [-1.300, -3.078, -1.340], [0.629, -1.740, -1.598], [1.252, -2.503, -2.555], [2.415, -2.019, -3.137], [2.902, -0.781, -2.745], [2.251, -0.087, -1.746], [1.134, -0.568, -1.162], [-2.734, 0.819, -0.334], [-3.965, 1.403, -0.492], [-4.023, 2.784, -0.637], [-2.848, 3.522, -0.622], [-1.649, 2.869, -0.422], [-1.586, 1.532, -0.271], [0.794, -3.438, -2.850], [2.919, -2.587, -3.907], [3.785, -0.354, -3.196], [2.620, 0.862, -1.393], [-4.841, 0.770, -0.522], [-4.974, 3.280, -0.776], [-2.852, 4.594, -0.753], [-0.710, 3.403, -0.361], [1.974, -0.428, 1.307], [3.353, 0.088, 1.178], [4.390, -0.781, 1.480], [5.704, -0.342, 1.403], [5.983, 0.964, 1.025], [4.942, 1.830, 0.722], [3.627, 1.392, 0.800], [1.785, -0.521, 2.304], [1.985, -1.395, 0.985], [4.177, -1.801, 1.777], [6.508, -1.024, 1.643], [7.007, 1.305, 0.965], [5.151, 2.848, 0.423], [2.835, 2.078, 0.534], [0.729, 2.507, 1.894], [-0.847, 2.300, 2.670], [-1.363, 1.010, 2.686], [-2.673, 0.855, 3.146], [-3.467, -0.650, 2.957], [-3.373, 1.947, 3.664], [-4.965, 1.746, 4.230], [-2.783, 3.220, 3.693], [-3.633, 4.550, 4.319], [-1.505, 3.413, 3.161], [-0.778, 4.955, 3.094], [-0.548, -0.087, 2.103], [-0.361, -1.307, 2.871], [-0.386, -1.232, 4.272], [-0.141, -2.358, 5.041], [0.092, -3.575, 4.418], [0.105, -3.672, 3.029], [-0.099, -2.544, 2.259], [-0.588, -0.288, 4.762], [-0.147, -2.292, 6.120], [0.263, -4.461, 5.016], [0.262, -4.627, 2.548], [-0.116, -2.637, 1.186]], "atomic_forces_ev_per_a": [[-0.78, 0.34, 0.16], [0.06, -0.07, -0.06], [-0.24, 0.05, 0.01], [0.10, -0.10, -0.30], [-0.28, -0.32, -0.07], [-0.01, 0.07, 0.05], [0.16, 0.25, 0.17], [0.00, -0.09, -0.08], [0.02, -0.01, -0.05], [0.05, 0.01, -0.01], [-0.21, -0.08, 0.11], [0.26, 0.04, -0.36], [0.42, -0.06, 0.03], [-0.08, 0.07, -0.02], [-0.07, 0.00, 0.00], [0.02, 0.04, 0.01], [0.12, -0.28, 0.08], [-0.28, 0.08, -0.08], [-0.02, 0.01, 0.02], [0.01, -0.01, 0.01], [0.00, 0.00, 0.00], [0.04, 0.06, 0.01], [-0.01, 0.00, 0.00], [-0.01, -0.01, 0.00], [-0.02, 0.01, 0.00], [-0.02, 0.06, -0.03], [0.30, -0.04, 0.20], [-0.06, -0.07, -0.02], [0.07, -0.02, -0.04], [-0.01, -0.01, 0.01], [-0.04, 0.00, 0.00], [0.01, -0.04, 0.01], [-0.01, -0.04, 0.01], [0.06, 0.01, 0.03], [0.08, 0.02, 0.06], [0.00, -0.01, 0.02], [0.01, 0.00, -0.01], [0.01, 0.01, 0.00], [0.00, 0.01, 0.00], [-0.06, 0.05, 0.00], [-0.08, 0.10, 0.25], [0.46, 0.28, -0.09], [0.39, 0.07, -0.30], [-0.23, -0.06, 0.05], [0.04, -0.02, 0.07], [0.06, 0.00, -0.03], [-0.04, -0.01, 0.02], [0.01, 0.03, -0.04], [-0.03, 0.01, 0.03], [0.03, -0.13, -0.03], [-0.03, 0.03, 0.03], [-0.03, -0.53, 0.13], [-0.12, 0.37, -0.06], [-0.01, -0.13, 0.22], [-0.04, 0.12, -0.10], [0.04, -0.12, -0.02], [-0.02, 0.05, 0.00], [0.02, -0.04, 0.09], [0.01, 0.02, -0.01], [-0.01, 0.02, 0.01], [-0.01, 0.00, 0.01], [0.01, -0.01, 0.02], [-0.01, 0.01, -0.09]], "fmax_ha_per_bohr": 0.0168, "charge": 2, "homo_lumo_gap_ev": 6.9295}